No. 1
The following is a quantum chemistry calculation of an isolated molecule of C3H4N4O in a non-equilibrium geometry, from the Open Molecules 2025 dataset.

Structure (ORCA input):
```
! RIJCOSX wB97M-V def2-TZVPD def2/J DEFGRID3
* xyz 0 1
H 0.155 2.311 -1.482
N -0.345 2.242 -0.660
C -0.320 0.992 -0.488
N 0.451 0.291 -1.488
C 0.476 -1.025 -1.093
N 0.381 -1.751 0.075
C 0.350 -1.254 1.227
O 0.048 -0.019 1.633
N -0.927 0.365 0.539
H 0.643 -1.692 -2.024
H 0.440 -1.866 2.199
H -1.577 1.089 1.103
*
```

Summary:
SMILES: [H]/N=C1\N=CN=CON1
gap between HOMO and LUMO: 9.000 eV
energy: -410.828975 hartree
lowest unoccupied orbital energy: -0.775 eV
HOMO: -9.775 eV


No. 2
The following is a quantum chemistry calculation of an isolated molecule of C3H4N4O2 in a non-equilibrium geometry, from the Open Molecules 2025 dataset.

Structure (ORCA input):
```
! RIJCOSX wB97M-V def2-TZVPD def2/J DEFGRID3
* xyz 0 1
O -2.865 -1.280 -2.682
C -1.807 -0.780 -2.309
N -1.407 -0.241 -1.144
N -0.211 0.579 -1.041
C 0.453 0.164 0.131
N 0.045 -0.435 1.434
C 1.168 0.013 2.109
N 2.294 0.413 1.475
O 1.876 0.368 0.108
H -1.091 -0.264 -2.937
H -2.017 -0.023 -0.096
H 0.840 0.161 3.298
H 2.722 1.325 1.655
*
```

Summary:
SMILES: O=CN/N=c1\nc[nH]o1
gap between HOMO and LUMO: 8.481 eV
energy: -486.002626 hartree
lowest unoccupied orbital energy: -0.452 eV
HOMO: -8.933 eV


No. 3
The following is a quantum chemistry calculation of a structure of composition C3H4N4O4 in a non-equilibrium geometry, from the Open Molecules 2025 dataset.

Structure (ORCA input):
```
! RIJCOSX wB97M-V def2-TZVPD def2/J DEFGRID3
* xyz 0 1
C -0.687 -1.621 -0.413
C 1.019 0.141 1.273
C -0.943 -0.288 -0.666
N -0.543 -2.740 -0.282
N -0.344 0.444 -1.553
N 1.849 -0.063 0.304
N -1.927 0.353 0.151
O 1.850 0.898 -0.630
O 2.483 -1.053 0.127
O -1.868 1.570 0.151
O -2.758 -0.378 0.621
H 0.616 1.087 1.492
H 0.931 -0.466 2.256
H 0.977 0.724 -1.364
H -0.656 1.392 -1.467
*
```

Summary:
gap between HOMO and LUMO (spin up / spin down): 6.939 / 6.940 eV
energy: -636.383266 hartree
lowest unoccupied orbital energy (spin up / spin down): -2.757 / -2.757 eV
HOMO (spin up / spin down): -9.696 / -9.697 eV


No. 4
The following is a quantum chemistry calculation of an isolated molecule of C3H4N4Se in a non-equilibrium geometry, from the Open Molecules 2025 dataset.

Structure (ORCA input):
```
! RIJCOSX wB97M-V def2-TZVPD def2/J DEFGRID3
* xyz 0 1
N -1.948 -1.019 -0.136
C -0.728 -0.349 0.151
N -0.996 0.961 0.017
C -0.049 1.808 -0.103
N 1.212 1.451 0.050
C 1.540 0.253 0.157
Se 3.176 -0.631 -0.022
N 0.424 -0.969 0.294
H -2.634 -0.245 -0.284
H -2.218 -1.998 -0.138
H -0.319 2.823 -0.088
H 2.537 -2.085 0.103
*
```

Summary:
SMILES: Nc1ncnc([SeH])n1
gap between HOMO and LUMO: 9.240 eV
energy: -2737.111944 hartree
lowest unoccupied orbital energy: 0.023 eV
HOMO: -9.216 eV


No. 5
The following is a quantum chemistry calculation of the ion C3H4N5 with charge +1 in a non-equilibrium geometry, from the Open Molecules 2025 dataset.

Structure (ORCA input):
```
! RIJCOSX wB97M-V def2-TZVPD def2/J DEFGRID3
* xyz 1 1
C -1.648 1.627 -0.393
N -0.761 0.857 -0.379
C 0.391 0.215 -0.456
N 0.489 -1.144 -0.928
C 0.170 -2.100 -0.150
N 0.001 -2.039 1.257
N 0.408 -1.066 1.819
N 0.726 0.021 1.293
H -2.448 2.300 -0.216
H 1.309 0.848 -0.700
H 0.246 -3.237 -0.476
H 1.454 0.501 1.773
*
```

Summary:
SMILES: C#[N+][C@@H]1N=CN=NN1
gap between HOMO and LUMO (spin up / spin down): 6.829 / 6.828 eV
energy: -390.008315 hartree
lowest unoccupied orbital energy (spin up / spin down): -6.110 / -6.111 eV
HOMO (spin up / spin down): -12.939 / -12.938 eV


No. 6
The following is a quantum chemistry calculation of an isolated molecule of C3H4N6 in a non-equilibrium geometry, from the Open Molecules 2025 dataset.

Structure (ORCA input):
```
! RIJCOSX wB97M-V def2-TZVPD def2/J DEFGRID3
* xyz 0 1
C 0.719 1.472 0.195
C 0.119 -0.270 1.566
C 0.083 -1.362 0.505
N 0.922 2.135 -0.832
N 0.226 2.013 -2.037
N -0.386 0.973 -2.156
N 0.390 0.995 1.316
N -0.253 -0.037 -1.404
N -0.816 -0.912 -0.526
H -0.073 -0.499 2.578
H 1.026 -1.577 0.047
H -0.269 -2.303 1.013
H -1.690 -0.626 -0.267
*
```

Summary:
gap between HOMO and LUMO (spin up / spin down): 7.366 / 7.635 eV
energy: -444.981142 hartree
lowest unoccupied orbital energy (spin up / spin down): -0.414 / -0.533 eV
HOMO (spin up / spin down): -7.780 / -8.168 eV


No. 7
The following is a quantum chemistry calculation of the ion C3H4NO with charge -1 in a non-equilibrium geometry, from the Open Molecules 2025 dataset.

Structure (ORCA input):
```
! RIJCOSX wB97M-V def2-TZVPD def2/J DEFGRID3
* xyz -1 1
C 1.199 0.407 0.484
C 1.060 -0.868 0.186
C -0.330 1.016 -0.109
N -1.394 0.352 0.471
O -1.589 -0.802 -0.101
H 0.073 -1.355 -0.116
H 1.866 -1.629 0.345
H -0.549 2.033 0.126
H -0.336 0.848 -1.286
*
```

Summary:
gap between HOMO and LUMO: 7.498 eV
energy: -246.529508 hartree
lowest unoccupied orbital energy: 4.613 eV
HOMO: -2.885 eV


No. 8
The following is a quantum chemistry calculation of a cluster of 2 separate species, C3H4NO in total in a non-equilibrium geometry, from the Open Molecules 2025 dataset.

Structure (ORCA input):
```
! RIJCOSX wB97M-V def2-TZVPD def2/J DEFGRID3
* xyz 1 1
C -1.038 -0.644 0.056
C 1.509 -0.660 -0.054
C 0.784 0.319 -0.064
N -1.939 0.103 -0.048
O 0.252 1.505 0.106
H -0.906 -1.714 0.114
H 0.510 2.176 -0.454
H 1.754 -1.735 0.089
H -2.062 1.036 0.102
*
```

Summary:
gap between HOMO and LUMO: 9.411 eV
energy: -246.247259 hartree
lowest unoccupied orbital energy: -6.326 eV
HOMO: -15.737 eV